(1)
A cluster of 6 separate species, C3H15O7 in total at a distorted geometry, computed with the ωB97M-V functional and the def2-TZVPD basis.

Calculated values
Calculated total energy, eV: -17689.55897
M, g/mol: 163.15
Energy relative to the best compared isomer or geometry (same formula, charge and spin), eV: 0.439

```
! RIJCOSX wB97M-V def2-TZVPD def2/J DEFGRID3
* xyz -1 1
O -0.35 -0.81 0.55
C -0.37 -0.24 -0.57
O -0.10 0.97 -0.76
C -0.63 -1.13 -1.78
C 0.63 -2.03 -1.92
H -1.49 -1.79 -1.76
H -0.67 -0.50 -2.66
H 0.69 -2.59 -0.99
H 0.58 -2.68 -2.79
H 1.53 -1.42 -2.02
H 1.14 2.27 2.35
H 1.00 2.78 0.78
O 0.90 2.94 1.72
H 2.21 1.55 -0.40
H 3.51 1.71 0.29
O 3.09 1.91 -0.54
H -2.44 1.73 0.17
H -2.15 1.69 -1.31
O -2.87 1.85 -0.68
H 0.55 -0.71 3.11
H 1.21 -0.98 1.85
O 1.43 -0.91 2.80
H -1.72 -1.05 1.84
H -3.08 -1.14 0.97
O -2.61 -1.43 1.74
*
```

(2)
A cluster of 6 separate species, C3H16IO5 in total at a distorted geometry, computed with the ωB97M-V functional and the def2-TZVPD basis.

Calculated values
Calculated total energy, eV: -21712.61953
M, g/mol: 259.06
Energy relative to the best compared isomer or geometry (same formula, charge and spin), eV: 0.000

```
! RIJCOSX wB97M-V def2-TZVPD def2/J DEFGRID3
* xyz -1 1
I -13.48 -9.70 6.14
O -13.85 -7.86 3.01
H -13.88 -8.39 3.83
H -12.92 -7.86 2.76
O -13.89 -12.21 8.84
H -14.80 -12.48 8.68
H -13.76 -11.46 8.24
O -11.84 -6.46 5.71
H -12.34 -7.29 5.81
H -12.41 -5.91 5.16
O -14.87 -6.20 6.58
H -14.85 -7.16 6.49
H -14.22 -6.02 7.28
C -15.78 -13.94 3.53
C -15.47 -12.69 4.31
C -16.76 -12.02 4.76
O -14.67 -13.03 5.44
H -14.94 -14.39 3.01
H -16.54 -13.74 2.77
H -16.23 -14.67 4.21
H -14.88 -11.97 3.73
H -17.41 -12.65 5.37
H -17.34 -11.66 3.90
H -16.58 -11.10 5.33
H -14.17 -12.24 5.72
*
```

(3)
A cluster of 3 separate species, C3H16N2O2 in total at a distorted geometry, computed with the ωB97M-V functional and the def2-TZVPD basis.

Calculated values
Calculated total energy, eV: -10428.22854
M, g/mol: 112.17
Energy relative to the best compared isomer or geometry (same formula, charge and spin), eV: 2.853

```
! RIJCOSX wB97M-V def2-TZVPD def2/J DEFGRID3
* xyz 2 1
C -0.06 -1.70 0.14
C -0.44 -0.31 0.57
C 0.07 0.82 -0.25
N 0.15 2.10 0.52
N -0.43 -1.98 -1.36
H -0.50 -2.44 0.90
H 1.13 -1.82 0.34
H -0.19 -0.11 1.61
H -1.62 -0.05 0.83
H 1.07 0.67 -0.72
H -0.81 0.92 -1.03
H 1.07 2.22 0.94
H -0.10 2.84 -0.05
H -0.56 2.16 1.29
H 0.41 -2.29 -1.92
H -0.73 -1.10 -1.66
H -1.21 -2.68 -1.45
H 2.74 -1.46 -2.59
H 1.81 -0.44 -3.11
O 1.99 -1.01 -2.25
H -1.50 2.71 2.79
H -1.13 1.43 3.67
O -1.41 1.73 2.66
*
```

(4)
A structure of composition C3H16N2O3 at a distorted geometry, computed with the ωB97M-V functional and the def2-TZVPD basis.

Calculated values
Calculated total energy, eV: -12485.58223
M, g/mol: 128.17
Energy relative to the best compared isomer or geometry (same formula, charge and spin), eV: 8.145

```
! RIJCOSX wB97M-V def2-TZVPD def2/J DEFGRID3
* xyz 0 1
N 1.03 -1.04 3.38
C -1.25 0.00 1.55
C -0.66 0.17 0.11
C 0.79 -0.42 0.09
N 1.67 -0.11 1.17
H 1.86 -1.35 3.90
H -2.33 -0.12 1.59
H -0.79 -0.91 1.97
H -0.93 0.82 2.21
H -1.35 -0.39 -0.50
H -0.79 1.25 -0.10
H 1.25 -0.13 -0.89
H 0.69 -1.50 0.20
H 1.54 -0.67 2.23
H 1.74 0.91 1.26
H -0.59 -2.14 -3.10
H -0.89 -0.87 -2.31
O -0.77 -1.87 -2.19
H 0.12 1.62 -2.65
H 0.51 3.20 -2.81
O 0.74 2.38 -2.36
H 0.87 -0.14 3.85
H -1.49 0.71 -3.70
O -0.97 0.60 -2.90
*
```

(5)
A cluster of 4 separate species, C3H16NO3S in total at a distorted geometry, computed with the ωB97M-V functional and the def2-TZVPD basis.

Calculated values
Calculated total energy, eV: -21833.40007
M, g/mol: 146.23
Expectation value of S²: 0.75
Energy relative to the best compared isomer or geometry (same formula, charge and spin), eV: 3.067

```
! RIJCOSX wB97M-V def2-TZVPD def2/J DEFGRID3
* xyz 0 2
C 0.59 0.54 2.12
C 0.36 -0.26 0.88
C 0.23 0.52 -0.42
S 0.41 -0.60 -1.87
N 1.99 -0.96 0.59
H -0.37 0.72 2.57
H 1.09 1.46 1.91
H 1.09 0.22 3.02
H -0.36 -1.03 1.10
H -0.78 1.02 -0.33
H 0.90 1.41 -0.60
H -0.45 0.24 -2.44
H 2.48 -1.52 1.28
H 1.92 -1.66 -0.13
H 2.55 -0.18 0.31
H -3.38 1.53 1.76
H -2.09 2.15 0.92
O -2.45 1.62 1.71
H -0.06 -4.17 1.64
H -0.67 -2.87 1.05
O 0.04 -3.27 1.48
H -0.73 3.60 -2.60
H -1.82 2.71 -2.65
O -0.90 2.67 -2.78
*
```

(6)
A cluster of 5 separate species, C3H16NO4 in total at a distorted geometry, computed with the ωB97M-V functional and the def2-TZVPD basis.

Calculated values
Calculated total energy, eV: -13044.34453
M, g/mol: 130.16
Energy relative to the best compared isomer or geometry (same formula, charge and spin), eV: 0.792

```
! RIJCOSX wB97M-V def2-TZVPD def2/J DEFGRID3
* xyz 1 1
C -2.14 0.54 -2.53
C -1.41 -0.11 -1.40
C -1.23 0.42 -0.21
N -0.52 -0.32 0.84
H -2.02 0.05 -3.48
H -3.13 0.81 -2.18
H -1.75 1.56 -2.70
H -0.82 -1.00 -1.60
H -1.56 1.43 0.02
H 0.49 -0.08 0.85
H -1.03 -0.19 1.71
H -0.53 -1.30 0.54
H 3.15 2.52 0.21
H 4.30 2.10 -0.64
O 3.83 1.85 0.17
H 0.43 -3.62 -0.72
H 0.75 -2.54 -1.82
O 0.10 -2.86 -1.19
H -1.21 0.03 4.38
H -2.20 0.96 3.73
O -1.53 0.31 3.51
H 2.56 -0.24 1.58
H 3.11 0.02 0.25
O 2.34 -0.35 0.68
*
```

(7)
A cluster of 5 separate species, C3H16O4S in total at a distorted geometry, computed with the ωB97M-V functional and the def2-TZVPD basis.

Calculated values
Structure (SMILES): CCSC.O.O.O.O
Calculated total energy, eV: -22395.23359
M, g/mol: 148.22
Energy relative to the best compared isomer or geometry (same formula, charge and spin), eV: 1.395

```
! RIJCOSX wB97M-V def2-TZVPD def2/J DEFGRID3
* xyz 0 1
C 1.46 -2.97 1.15
C 0.59 -2.26 0.09
S -0.57 -1.04 0.71
C -1.46 -2.15 1.87
H 2.44 -3.20 0.77
H 1.71 -2.31 1.98
H 0.91 -3.85 1.46
H 1.27 -1.70 -0.57
H 0.12 -3.01 -0.55
H -1.83 -2.98 1.30
H -2.21 -1.56 2.33
H -0.78 -2.34 2.70
H 3.59 2.38 -1.17
H 3.58 0.84 -0.84
O 4.09 1.65 -0.80
H -5.90 0.87 -1.92
H -7.11 1.46 -1.14
O -6.63 0.66 -1.33
H 1.44 5.49 -3.04
H 2.58 5.23 -2.06
O 1.69 4.95 -2.28
H -0.06 1.51 0.97
H 0.37 2.36 -0.21
O 0.71 1.96 0.60
*
```

(8)
A structure of composition C3H17B2ClCrN3O10 at a distorted geometry, computed with the ωB97M-V functional and the def2-TZVPD basis.

Calculated values
Calculated total energy, eV: -70612.66914
M, g/mol: 364.25
Expectation value of S²: 6.01
Energy relative to the best compared isomer or geometry (same formula, charge and spin), eV: 0.000

```
! RIJCOSX wB97M-V def2-TZVPD def2/J DEFGRID3
* xyz -1 5
Cr 0.64 0.51 0.50
Cl -0.79 0.10 -3.05
O 0.12 0.11 -1.91
O -1.09 1.45 -3.44
O -0.15 -0.61 -4.13
O -2.00 -0.58 -2.67
B 0.36 0.14 2.80
H 0.38 1.18 3.41
H 0.28 -0.78 3.56
H -0.58 0.24 2.07
H 1.36 0.04 2.15
B 1.67 2.69 0.77
H 1.57 2.01 -0.22
H 2.66 2.40 1.39
H 1.58 3.84 0.43
H 0.76 2.44 1.53
C -2.19 -2.67 -0.60
N -1.33 -2.38 0.57
O -0.39 -1.63 0.35
O -1.55 -2.91 1.62
H -1.59 -2.61 -1.50
H -3.04 -2.00 -0.58
H -2.56 -3.69 -0.47
C -3.34 2.72 0.09
N -2.39 1.59 0.11
O -2.84 0.48 0.28
O -1.23 1.86 -0.09
H -4.12 2.49 0.81
H -3.77 2.75 -0.91
H -2.85 3.67 0.26
C 4.11 -2.36 -0.26
N 3.35 -1.15 -0.64
O 3.78 -0.49 -1.57
O 2.33 -0.91 0.00
H 4.14 -2.98 -1.16
H 3.62 -2.90 0.54
H 5.12 -2.04 -0.03
*
```

(9)
A cluster of 4 separate species, C3H17N2O3 in total at a distorted geometry, computed with the ωB97M-V functional and the def2-TZVPD basis.

Calculated values
Calculated total energy, eV: -12504.04963
M, g/mol: 129.18
Expectation value of S²: 0.75
Energy relative to the best compared isomer or geometry (same formula, charge and spin), eV: 2.486

```
! RIJCOSX wB97M-V def2-TZVPD def2/J DEFGRID3
* xyz 0 2
C -0.29 -0.94 -0.05
C 0.77 -1.89 0.47
C 0.38 -3.28 1.06
N 1.57 -3.93 1.42
N -0.07 0.54 0.39
H -1.35 -1.40 0.17
H -0.30 -1.10 -1.24
H 1.40 -1.34 1.23
H 1.64 -2.08 -0.44
H -0.28 -3.20 2.01
H -0.03 -4.03 0.26
H 1.57 -4.92 1.69
H 2.09 -3.44 2.08
H -0.44 0.65 1.32
H 0.97 0.69 0.32
H -0.54 1.25 -0.37
H 1.71 3.94 -0.47
H 0.90 3.71 0.71
O 1.25 3.13 0.05
H 0.40 4.48 -4.42
H -0.70 5.45 -5.18
O -0.34 5.08 -4.39
H -3.32 0.82 1.95
H -3.53 1.26 0.37
O -3.45 0.55 1.03
*
```

(10)
A cluster of 5 separate species, C3H17NO4 in total at a distorted geometry, computed with the ωB97M-V functional and the def2-TZVPD basis.

Calculated values
Structure (SMILES): CCNC.O.O.O.O
Calculated total energy, eV: -13065.92665
M, g/mol: 131.17
Energy relative to the best compared isomer or geometry (same formula, charge and spin), eV: 1.173

```
! RIJCOSX wB97M-V def2-TZVPD def2/J DEFGRID3
* xyz 0 1
C 0.94 -1.29 -2.33
C 0.58 0.18 -2.13
N 0.40 0.57 -0.73
C 1.72 0.77 -0.10
H 1.79 -1.76 -1.82
H 1.09 -1.49 -3.40
H 0.13 -2.01 -2.17
H -0.39 0.20 -2.64
H 1.40 0.79 -2.50
H -0.24 -0.05 -0.24
H 1.93 1.79 -0.44
H 1.73 0.77 0.99
H 2.48 0.06 -0.44
H -1.62 2.82 0.09
H -1.47 1.35 -0.45
O -1.92 1.91 0.19
H 0.60 -1.13 3.24
H -0.07 -0.45 2.21
O -0.06 -1.36 2.57
H -2.33 -2.17 1.45
H -1.06 -2.87 0.82
O -1.78 -2.26 0.67
H -1.99 1.98 2.63
H -0.79 1.62 1.86
O -1.03 2.03 2.69
*
```

(11)
A cluster of 5 separate species, C3H17O5 in total at a distorted geometry, computed with the ωB97M-V functional and the def2-TZVPD basis.

Calculated values
Calculated total energy, eV: -13617.94099
M, g/mol: 133.16
Energy relative to the best compared isomer or geometry (same formula, charge and spin), eV: 0.441

```
! RIJCOSX wB97M-V def2-TZVPD def2/J DEFGRID3
* xyz 1 1
O 1.40 1.17 0.28
H 0.96 0.89 -0.56
H 0.79 0.88 1.02
H 1.52 2.17 0.29
O -0.42 0.99 2.25
H -0.50 0.68 3.16
H -1.26 1.41 2.05
O 1.71 3.86 0.04
H 2.21 3.92 -0.79
H 1.11 4.62 0.02
O -1.38 2.17 -0.43
H -2.21 2.20 -0.92
H -1.28 3.05 -0.06
C 0.13 -2.34 0.81
C 0.27 -2.46 -0.70
C -1.12 -2.56 -1.36
O 0.87 -1.23 -1.15
H -0.31 -3.25 1.23
H -0.55 -1.58 1.18
H 1.15 -2.26 1.21
H 0.81 -3.36 -0.96
H -1.74 -1.71 -1.10
H -1.66 -3.45 -1.00
H -1.10 -2.70 -2.45
H 0.62 -1.13 -2.07
*
```

(12)
A cluster of 4 separate species, C3H17O6PSi in total at a distorted geometry, computed with the ωB97M-V functional and the def2-TZVPD basis.

Calculated values
Structure (SMILES): O=P(O)(O)[SiH3].CO.CO.CO
Calculated total energy, eV: -32838.38317
M, g/mol: 208.22

```
! RIJCOSX wB97M-V def2-TZVPD def2/J DEFGRID3
* xyz 0 1
O 1.93 0.95 -0.35
P 2.44 -0.19 -1.06
O 1.23 -1.05 -1.65
O 3.22 -1.16 -0.09
Si 3.72 0.33 -2.84
H 1.56 -1.83 -2.13
H 2.59 -1.38 0.63
H 5.15 0.24 -2.53
H 3.32 -0.56 -3.94
H 3.35 1.71 -3.18
C -1.25 -0.26 1.61
O -0.31 -1.09 0.92
H -1.88 -0.91 2.20
H -0.73 0.43 2.28
H -1.86 0.30 0.90
H 0.26 -0.51 0.39
C -0.94 1.39 -3.51
O 0.46 1.22 -3.70
H -1.23 2.32 -4.01
H -1.51 0.57 -3.95
H -1.19 1.48 -2.45
H 0.69 0.40 -3.25
C -3.50 -0.24 4.94
O -2.10 -0.37 4.69
H -3.82 0.69 4.49
H -4.06 -1.07 4.49
H -3.71 -0.21 6.01
H -1.81 -1.20 5.09
*
```